Entry from the Open Molecules 2025 dataset: the molecule C5H18N2Si2 at a distorted geometry (ωB97M-V with the def2-TZVPD basis set).

Last column: natural (NBO) charge in e.
Cartesian coordinates (Å):
C  1.531  -1.024  1.684  -0.424
C  1.371  -2.541  -0.229  -0.446
C  -1.914  1.783  -1.483  -1.079
C  1.189  1.709  -1.428  -1.095
C  -0.487  1.856  1.445  -1.140
N  1.201  -1.134  0.288  -0.269
N  -0.240  -0.573  0.010  -1.191
Si  -1.582  -1.665  -0.073  1.068
Si  -0.383  1.155  -0.371  1.779
H  1.364  0.029  1.843  0.215
H  0.894  -1.778  2.295  0.168
H  2.568  -1.098  1.698  0.207
H  1.207  -2.631  -1.273  0.212
H  2.434  -2.784  -0.113  0.212
H  0.834  -3.306  0.307  0.177
H  -1.396  2.589  -2.002  0.231
H  -2.341  1.091  -2.252  0.248
H  -2.649  2.335  -0.901  0.233
H  1.045  1.734  -2.512  0.234
H  1.443  2.688  -0.939  0.229
H  1.938  0.987  -1.200  0.243
H  -1.464  2.439  1.414  0.234
H  -0.582  0.997  2.092  0.239
H  0.161  2.547  2.002  0.246
H  -2.598  -0.716  0.532  -0.186
H  -1.492  -2.858  0.757  -0.169
H  -2.051  -1.830  -1.592  -0.176

Properties
- energy relative to the best compared isomer or geometry (same formula, charge and spin) (kcal per mole) = 6.2
- SMILES = CN(C)N([SiH3])[Si](C)(C)C
- energy (Ha) = -889.734161